# 1
{"formula": "C18H26N5O4PtS2", "method": "the ωB97M-V functional and the def2-TZVPD basis", "charge": 1, "e_above_lowest_kcal_mol": 19.9, "gap_ev": 7.286, "e_tot_ev": -59639.2741, "spin_multiplicity": 1, "symbols": ["Pt", "O", "C", "C", "C", "C", "C", "C", "C", "O", "N", "N", "C", "S", "C", "C", "S", "H", "H", "H", "H", "H", "H", "H", "H", "H", "N", "C", "C", "O", "O", "H", "H", "H", "H", "C", "C", "N", "C", "C", "N", "C", "C", "H", "H", "H", "H", "H", "H", "H", "H", "H", "H", "H", "H", "H"], "xyz": [[0.64345, 0.32910, -0.60364], [-4.05536, -1.33029, -2.83305], [-4.20428, -1.53745, -1.51564], [-5.39474, -2.13538, -1.09772], [-5.62841, -2.37184, 0.23858], [-4.68034, -2.01859, 1.20117], [-3.50327, -1.43456, 0.79253], [-3.23840, -1.18320, -0.55951], [-1.95294, -0.57514, -0.93188], [-1.15281, -0.20379, 0.03008], [-1.65897, -0.39755, -2.18845], [-0.40985, 0.21343, -2.36280], [-0.04089, 0.25601, -3.59444], [-0.96301, -0.53933, -4.84285], [0.01023, 0.14173, -6.21291], [1.43866, 0.32142, -5.73973], [1.34530, 1.16587, -4.14014], [-3.17393, -0.93311, -2.98082], [-6.11962, -2.40217, -1.85583], [-6.55614, -2.84140, 0.54063], [-4.86772, -2.20287, 2.25047], [-2.74917, -1.16096, 1.51761], [-0.42629, 1.08951, -6.52196], [-0.04788, -0.56726, -7.03793], [2.01650, 0.95486, -6.41046], [1.94337, -0.63396, -5.61117], [2.54650, 0.85377, -1.19931], [3.40917, -0.35154, -1.35642], [3.22433, -1.21143, -0.10065], [4.20695, -1.62446, 0.49891], [1.99201, -1.35045, 0.23243], [2.51957, 1.37945, -2.06588], [2.96957, 1.45455, -0.49842], [4.45514, -0.08165, -1.48370], [3.05767, -0.89595, -2.23125], [0.05861, 0.33924, 4.09001], [0.03160, 0.11302, 2.56131], [1.11547, 0.86673, 1.90244], [0.97888, 2.29157, 2.21915], [1.12613, 2.53236, 3.74264], [1.25436, 1.19129, 4.40609], [2.50339, 0.50075, 3.93596], [2.41369, 0.36533, 2.40063], [0.16195, -0.58563, 4.65287], [-0.81782, 0.87395, 4.45039], [-0.91878, 0.43225, 2.14879], [0.16067, -0.93842, 2.31231], [0.00698, 2.62970, 1.86570], [1.74398, 2.85052, 1.68337], [0.26228, 3.03147, 4.17554], [2.02083, 3.09769, 3.99392], [1.30790, 1.32602, 5.41293], [2.54492, -0.46425, 4.43667], [3.34987, 1.10169, 4.26196], [2.52597, -0.66816, 2.08970], [3.21470, 0.93751, 1.93177]], "forces_ev_per_a": [[0.0, -0.1, -0.6], [0.0, 0.0, 0.0], [0.0, 0.0, 0.0], [0.0, 0.0, 0.0], [0.0, 0.0, 0.0], [0.0, 0.0, 0.0], [0.0, 0.0, 0.0], [0.1, 0.0, 0.0], [0.1, 0.2, 0.1], [-0.2, -0.4, 0.0], [0.2, 0.0, 0.1], [0.0, 0.1, 0.2], [-0.1, 0.1, -0.1], [0.0, 0.0, 0.0], [0.0, 0.0, 0.0], [0.0, 0.0, 0.0], [0.0, 0.0, 0.0], [0.0, 0.0, -0.1], [0.0, 0.0, 0.0], [0.0, 0.0, 0.0], [0.0, 0.0, 0.0], [0.0, 0.0, 0.0], [0.0, 0.0, 0.0], [0.0, 0.0, 0.0], [0.0, 0.0, 0.0], [0.0, 0.0, 0.0], [0.0, 0.0, -0.1], [0.0, 0.0, 0.0], [-0.2, 0.0, 0.0], [-0.1, 0.0, 0.0], [0.2, -0.2, 0.4], [0.2, 0.0, 0.0], [0.0, 0.1, 0.0], [0.0, 0.1, 0.0], [0.0, 0.0, 0.0], [0.0, 0.0, -0.1], [0.1, 0.0, 0.0], [0.0, -0.1, 0.2], [0.0, -0.1, 0.0], [0.0, -0.1, 0.0], [0.0, 0.0, -0.1], [0.0, 0.0, -0.1], [0.0, 0.2, 0.0], [0.0, 0.0, 0.0], [0.0, 0.0, 0.0], [0.0, 0.0, 0.0], [0.0, 0.0, 0.0], [0.0, 0.0, 0.0], [0.0, 0.0, 0.0], [0.0, 0.0, 0.0], [0.0, 0.0, 0.0], [0.0, 0.0, 0.0], [0.0, 0.0, 0.0], [0.0, 0.0, 0.0], [0.0, 0.0, 0.1], [0.0, 0.0, 0.0]]}



# 2
{"formula": "C3H6N2S2", "method": "the ωB97M-V functional and the def2-TZVPD basis", "charge": 0, "e_above_lowest_kcal_mol": 80.7, "gap_ev": [7.976, 5.836], "e_tot_ev": -27855.5994, "spin_multiplicity": 1, "symbols": ["C", "C", "C", "N", "N", "S", "S", "H", "H", "H", "H", "H", "H"], "xyz": [[-1.77595, 0.00673, 0.24001], [1.12856, -0.65218, 0.18995], [-1.82240, 1.39214, -0.38316], [1.98493, -1.66691, -0.22161], [1.53973, 0.57749, 0.26279], [3.14524, 1.02000, 0.26893], [-0.54761, -1.13150, 0.41211], [-2.70279, -0.39178, 0.67197], [-2.73820, 1.90155, -0.18015], [-1.68648, 1.42901, -1.43610], [-0.96778, 1.88779, 0.03012], [2.92265, -1.82488, 0.12697], [1.52011, -2.54746, 0.01817]], "forces_ev_per_a": [[-0.9, 1.1, -0.5], [1.8, 1.7, -0.4], [0.9, -1.4, 1.0], [-1.9, -2.3, 0.6], [-0.1, 0.4, 0.2], [-1.0, -0.5, 0.0], [0.3, -1.1, 0.1], [0.6, 0.0, -0.1], [-0.5, 0.2, 0.5], [0.2, -0.4, -1.1], [0.4, 0.9, 0.2], [0.2, 1.4, 0.2], [0.0, 0.0, -0.7]]}



# 3
{"formula": "CH3NO2S2", "method": "the ωB97M-V functional and the def2-TZVPD basis", "charge": 0, "e_above_lowest_kcal_mol": 57.3, "gap_ev": 9.194, "e_tot_ev": -28337.9354, "spin_multiplicity": 1, "symbols": ["C", "N", "O", "O", "S", "S", "H", "H", "H"], "xyz": [[2.25149, -0.24528, 0.41913], [-3.12523, 0.04786, -0.53583], [-0.83857, -0.74268, -0.23732], [0.35853, 1.49995, 0.42727], [-1.76214, 0.28067, 0.14803], [1.26027, 0.73993, -0.45101], [3.07335, -0.69780, -0.04440], [2.14185, -0.22846, 1.41609], [-3.35955, -0.65419, -1.14195]], "forces_ev_per_a": [[-1.6, 2.3, -3.8], [1.5, 4.0, 3.6], [1.7, -1.3, 0.0], [0.3, 0.6, 0.1], [-4.4, -1.0, -1.7], [2.2, -1.2, 1.0], [0.8, -0.8, -0.8], [-0.4, -0.2, 3.5], [-0.1, -2.4, -1.9]]}



# 4
{"formula": "C14H33BBrN3O8P3S2", "method": "the ωB97M-V functional and the def2-TZVPD basis", "charge": -1, "gap_ev": 4.986, "e_tot_ev": -156160.6899, "spin_multiplicity": 1, "symbols": ["C", "C", "S", "C", "P", "C", "C", "O", "Br", "N", "C", "S", "P", "N", "B", "N", "O", "P", "O", "O", "H", "H", "H", "H", "H", "H", "H", "H", "H", "H", "H", "H", "H", "H", "H", "H", "H", "O", "C", "O", "C", "C", "C", "H", "H", "H", "H", "H", "H", "H", "H", "O", "C", "O", "C", "C", "C", "H", "H", "H", "H", "H", "H", "H", "H"], "xyz": [[0.89221, 0.19153, -0.08117], [2.01168, 0.97828, -0.77256], [2.59606, 2.39098, 0.21629], [4.05398, 1.62227, 0.99895], [5.02364, 2.83827, 2.13418], [6.35006, 1.42941, 2.58387], [6.33178, 0.13755, 1.88221], [6.78040, -0.14826, 0.82977], [5.45548, -1.37331, 2.89475], [6.03178, 3.38753, 0.62108], [7.07897, 3.04654, 0.16711], [8.48242, 2.60237, -0.41581], [6.18321, 4.24763, 3.57358], [6.98916, 5.47138, 2.96557], [3.83074, 4.43046, 1.85425], [4.10916, 5.42332, 0.83976], [2.78328, 4.65166, 2.72349], [3.72581, 2.03088, 3.90748], [4.12948, 2.64760, 5.41057], [2.08707, 2.02562, 3.64413], [0.45162, 0.82006, 0.68800], [0.13952, -0.16389, -0.77698], [1.31893, -0.66470, 0.43489], [1.69254, 1.38950, -1.72487], [2.88482, 0.35265, -0.92727], [3.66560, 0.77475, 1.55789], [4.67159, 1.31999, 0.16113], [6.11370, 1.20383, 3.62256], [7.35841, 1.83937, 2.62540], [5.16357, 4.73088, 4.41830], [6.98991, 3.45269, 4.42430], [6.92385, 5.48042, 1.95342], [4.00719, 5.08965, -0.11020], [3.49315, 6.22338, 0.94820], [2.00890, 4.96136, 2.24358], [4.23174, 1.88594, 5.98237], [1.81283, 1.12394, 3.82306], [-0.52849, -2.97468, -0.16859], [-1.64003, -2.99418, -0.61440], [-1.97677, -2.08644, -1.55166], [-3.22986, -2.13797, -2.24732], [-4.32627, -1.44336, -1.46816], [-2.69187, -3.95625, -0.10053], [-3.48391, -3.15737, -2.50874], [-3.05393, -1.60623, -3.18153], [-4.51416, -1.93593, -0.51402], [-5.25140, -1.43975, -2.04227], [-4.03599, -0.41400, -1.25513], [-3.12366, -3.53779, 0.80761], [-2.19544, -4.89068, 0.14735], [-3.48968, -4.17200, -0.80738], [-5.58595, -4.03569, -2.62988], [-6.70540, -4.04743, -3.06046], [-7.02684, -3.15434, -4.01421], [-8.27522, -3.17434, -4.71194], [-9.36647, -2.44951, -3.95259], [-7.76416, -4.97308, -2.50742], [-8.55651, -4.19758, -4.96353], [-8.07255, -2.66359, -5.65097], [-9.57745, -2.92730, -2.99605], [-10.28620, -2.43145, -4.53709], [-9.06129, -1.42401, -3.74746], [-8.17654, -4.52318, -1.60537], [-7.28382, -5.91068, -2.24208], [-8.57439, -5.19274, -3.19746]], "forces_ev_per_a": [[0.5, 0.1, 0.2], [-0.1, 0.1, 0.4], [0.2, 0.2, -0.1], [-0.6, 0.5, -0.1], [-1.6, 1.1, -0.2], [-0.4, -0.4, 1.3], [0.5, 0.0, -0.5], [0.0, 0.0, -0.1], [0.0, -0.1, 0.1], [0.9, -0.5, -0.1], [-0.9, 0.4, 0.5], [0.5, 0.0, -0.3], [0.5, 0.8, -0.8], [0.1, -0.3, 0.0], [0.4, 0.3, -0.5], [-1.0, -0.1, 0.1], [0.1, -0.3, 0.3], [0.8, -3.4, 0.3], [-0.4, 1.1, -0.3], [-0.1, 1.3, 0.1], [-0.3, 0.1, -0.1], [-0.1, -0.1, 0.0], [-0.1, -0.2, 0.0], [0.0, 0.0, -0.1], [0.1, -0.1, -0.3], [0.3, -0.2, 0.2], [0.3, -0.2, 0.2], [-0.1, 0.1, 0.1], [0.1, 0.2, -0.7], [-0.1, -0.4, 0.3], [-0.2, 0.0, 0.4], [0.1, 0.1, 0.0], [0.7, -0.1, -0.1], [0.0, 0.1, -0.1], [0.0, 0.2, 0.2], [0.0, -0.1, 0.0], [0.1, -0.1, 0.0], [0.1, -0.1, 0.0], [-0.2, 0.0, 0.1], [0.1, 0.0, -0.2], [0.0, 0.2, 0.0], [0.1, 0.0, 0.1], [0.0, -0.2, -0.3], [-0.1, -0.1, 0.0], [0.1, 0.0, 0.0], [0.0, -0.1, 0.0], [0.0, 0.0, 0.0], [0.0, 0.0, 0.0], [0.0, 0.0, 0.0], [0.1, 0.1, 0.1], [-0.1, 0.1, 0.1], [0.0, -0.2, 0.0], [-0.2, 0.0, 0.1], [0.1, 0.0, -0.1], [-0.2, 0.0, 0.0], [0.1, 0.0, 0.1], [0.0, -0.2, -0.3], [0.0, 0.0, 0.0], [0.1, 0.0, 0.0], [0.0, 0.0, 0.0], [0.0, 0.0, 0.0], [0.0, 0.0, 0.0], [0.0, 0.0, 0.0], [0.1, 0.0, 0.1], [0.0, 0.1, 0.0]]}